DFT (wB97M-V/def2-TZVPD) results for a single C5H9NO molecule.

The SMILES is CN(O)C1=CCC1. The LUMO energy comes out at 0.95 eV. The highest occupied orbital energy comes out at -7.83 eV. The relative energy (zero: lowest compared OMol25 entry of this formula, charge and spin) comes out at 390.32 kJ/mol.

Structure (XYZ):
```
16
C5H9NO, DFT wB97M-V/def2-TZVPD
C -0.546 -2.051 0.401
C -0.802 0.512 -0.923
C -0.599 1.965 -0.589
C 0.738 1.516 0.095
C 0.224 0.114 -0.164
N 0.598 -1.175 0.181
O 1.559 -1.233 1.207
H -1.207 -1.947 -0.464
H -1.137 -1.788 1.292
H -0.222 -3.090 0.451
H -1.505 -0.039 -1.534
H -0.535 2.684 -1.411
H -1.321 2.323 0.154
H 0.925 1.845 1.122
H 1.604 1.778 -0.525
H 2.368 -1.430 0.714
```